A structure of composition C37H98BrN11O6P4S2Si2 in a non-equilibrium geometry. Source: the OMol25 dataset; level of theory: the ωB97M-V functional and the def2-TZVPD basis.

```
161
Properties=species:S:1:pos:R:3:forces:R:3
C 7.9406 -1.3811 -2.8287 -0.76 -0.70 0.43
C 7.0113 -1.2887 -1.5793 0.77 1.00 -1.52
C 6.0516 -0.0893 -1.7872 -0.09 -0.67 -0.25
C 5.2963 -0.1600 -3.1563 0.40 -0.01 0.81
Si 4.9359 0.3488 -0.3279 -0.01 1.36 0.35
C 4.4284 2.1630 -0.6225 0.05 -0.93 0.39
C 5.6408 3.0857 -0.9064 -1.39 0.54 -0.49
C 5.5358 3.6266 -2.3497 0.52 -0.59 0.13
O 6.8309 3.5558 -2.9537 -0.12 0.23 -0.15
C 5.8417 0.3742 1.3477 -1.09 0.02 -0.05
C 4.9003 -0.0764 2.5119 0.57 0.12 0.30
C 3.9048 0.9961 3.0117 -0.45 -0.21 -0.02
S 2.1298 0.5549 2.6954 -0.14 0.21 -0.77
C 1.3557 2.1775 2.5954 0.41 -0.17 0.90
S 1.8450 3.2967 3.7046 -0.07 -0.01 -0.02
N 0.3698 2.3964 1.6416 1.86 0.48 0.61
C 0.8160 2.0257 0.2894 -0.88 -0.81 -1.40
C -0.2483 1.2363 -0.5177 0.21 2.23 -0.29
C -0.0994 3.7860 1.7022 -1.78 0.40 -1.23
C -1.1934 4.0746 0.6321 1.00 -0.56 0.47
O 3.4969 -0.5157 -0.1553 1.15 -0.89 -0.83
Si 3.3948 -2.1354 -0.5971 -1.15 1.25 -0.14
C 1.5584 -2.5519 -0.8171 0.46 0.12 0.95
C 0.6178 -1.3283 -0.6813 -0.46 -2.19 0.32
C -0.7503 -1.7738 -0.0638 -0.10 0.99 -0.12
C -1.9635 -1.4885 -0.9862 0.30 -0.99 0.96
N -2.6772 -0.2461 -0.7007 -0.46 0.12 -0.71
P 4.1148 -3.6836 0.8467 -0.44 -1.32 0.20
O 3.1530 -3.3965 2.1916 0.85 0.35 -0.32
Br 6.2356 -3.3235 1.4992 -0.21 0.35 0.05
H 8.7786 -2.0500 -2.6289 0.16 0.22 -0.05
H 7.3563 -1.8587 -3.6189 0.21 0.19 -0.23
H 8.2663 -0.3986 -3.1681 0.19 -0.04 0.07
H 7.6675 -1.0731 -0.7356 -0.34 -0.39 0.36
H 6.5009 -2.2488 -1.5261 -0.07 0.04 0.56
H 6.7226 0.7729 -1.9026 -0.13 0.09 0.40
H 4.3413 0.3622 -3.0684 -0.08 -0.13 -0.34
H 5.1546 -1.2017 -3.4408 -0.34 0.06 -0.05
H 5.8998 0.3074 -3.9347 -0.13 0.05 -0.06
H 3.6822 2.1639 -1.4234 0.10 0.25 -0.07
H 3.8845 2.4721 0.2737 0.00 0.09 0.04
H 6.6087 2.6120 -0.7510 0.01 0.00 -0.06
H 5.5540 3.9500 -0.2458 0.36 -0.11 0.16
H 5.1341 4.6459 -2.3312 0.17 0.03 -0.13
H 4.8550 3.0147 -2.9500 -0.07 -0.03 0.17
H 6.7004 3.5052 -3.9062 0.15 0.11 0.07
H 6.0930 1.4187 1.5671 0.18 -0.04 -0.20
H 6.7772 -0.1832 1.3318 -0.09 -0.18 0.13
H 4.3750 -1.0070 2.2982 0.01 0.01 -0.16
H 5.5619 -0.2931 3.3568 -0.15 -0.11 0.03
H 4.0566 1.9668 2.5450 0.09 0.02 0.05
H 3.9786 1.1090 4.0892 0.11 0.17 -0.03
H 1.7130 1.4195 0.2857 0.20 0.01 0.56
H 1.0621 2.9321 -0.2727 0.12 0.09 0.22
H 0.2232 0.5243 -1.1921 -0.57 0.92 0.40
H -1.0109 0.7993 0.1244 1.23 0.19 -0.12
H -0.7717 1.9520 -1.1613 -0.23 -0.02 0.11
H 0.7067 4.4959 1.4962 0.21 -0.16 0.42
H -0.5662 4.0045 2.6576 0.44 -0.21 0.27
H -1.6866 5.0013 0.9151 -0.16 -0.02 -0.18
H -0.6942 4.1856 -0.3304 -0.36 0.13 -0.15
H -1.8871 3.2367 0.5780 -0.25 0.22 0.00
H 4.0734 -2.4256 -1.8762 0.34 0.01 0.12
H 1.2901 -3.2455 -0.0103 0.10 -0.09 -0.11
H 1.3981 -3.1015 -1.7463 -0.01 0.09 -0.03
H 0.4017 -0.9809 -1.6939 0.39 0.05 0.13
H 1.0009 -0.5420 -0.0353 0.60 -0.51 -0.34
H -0.7381 -2.8125 0.2660 0.04 -0.04 -0.28
H -0.9153 -1.1734 0.8413 0.07 -0.27 0.11
H -2.6577 -2.3201 -0.8284 0.00 0.00 -0.37
H -1.5871 -1.4954 -2.0101 -0.45 -0.06 -0.16
H -2.4662 0.3935 -1.4588 -0.26 0.14 0.20
H -2.3407 0.1978 0.1452 -0.63 -0.50 -0.15
H 3.7007 -3.4343 2.9878 -0.23 -0.04 0.07
O -1.4429 -5.3685 -0.0162 2.80 -0.94 1.69
P -1.4349 -6.8644 -0.2628 -5.01 -0.44 -3.82
N -1.3021 -6.8626 -1.9814 0.02 -0.51 -0.63
C -2.3428 -6.3164 -2.8370 -0.36 0.19 0.21
C 0.0095 -6.3982 -2.4222 0.25 -0.07 0.38
N -3.0110 -7.1905 0.3962 -0.37 -0.02 1.11
C -4.2110 -7.3125 -0.4037 0.11 -0.26 -0.37
C -3.3192 -6.4351 1.6114 0.13 0.31 -0.14
N -1.0802 -8.5552 -0.2344 2.24 1.05 1.90
C -1.2836 -9.5212 -1.2926 0.36 0.13 -0.72
C -0.9195 -9.1504 1.0861 -0.12 0.03 0.09
H -2.0514 -6.4153 -3.8846 0.24 0.05 0.07
H -2.5530 -5.2584 -2.6352 -0.03 0.03 -0.06
H -3.2681 -6.8831 -2.7532 0.01 0.07 0.17
H 0.7989 -6.9789 -1.9336 -0.01 0.06 0.06
H 0.1682 -5.3382 -2.1860 0.04 0.01 -0.05
H 0.1316 -6.5391 -3.4971 -0.16 -0.05 -0.01
H -4.4815 -6.3626 -0.8864 -0.10 -0.06 -0.04
H -5.0510 -7.6180 0.2245 0.10 0.06 0.15
H -4.1198 -8.0937 -1.1602 0.11 0.11 -0.11
H -3.6652 -5.4177 1.3889 0.03 0.03 0.09
H -2.4428 -6.3575 2.2545 0.00 0.07 -0.04
H -4.0935 -6.9493 2.1858 -0.03 -0.11 -0.14
H -2.3273 -9.5707 -1.6163 0.00 0.09 0.00
H -1.0016 -10.5201 -0.9521 0.00 0.14 0.32
H -0.6568 -9.3173 -2.1586 -0.13 0.08 -0.06
H -1.8538 -9.6058 1.4336 0.00 0.01 0.00
H -0.6196 -8.3964 1.8163 -0.07 0.02 0.01
H -0.1350 -9.9111 1.0842 0.00 0.02 -0.04
O -3.5307 3.9029 7.6995 -0.75 0.13 -3.30
P -2.4626 4.8207 7.1369 3.32 0.90 5.18
N -1.0592 3.9058 7.5373 0.76 0.03 0.00
C -0.6759 3.6427 8.9134 -0.27 0.17 0.32
C -0.9617 2.6839 6.7414 -0.29 0.09 -0.37
N -2.8253 6.1956 8.1415 -0.87 0.78 -0.01
C -2.1099 6.5158 9.3577 0.45 -0.06 -0.10
C -4.2549 6.4235 8.3516 -0.05 -0.35 0.06
N -1.5076 5.8313 6.1120 -2.16 -0.90 -2.07
C -0.0868 6.0915 6.2028 0.60 -0.67 -0.03
C -2.2384 6.8115 5.3205 -0.08 0.07 0.10
H 0.2385 3.0467 8.9358 -0.08 -0.12 -0.21
H -1.4500 3.1098 9.4801 0.03 -0.03 0.06
H -0.4204 4.5605 9.4405 -0.18 0.03 -0.03
H -1.0241 2.9232 5.6747 -0.04 0.00 0.02
H -1.7636 1.9750 6.9816 0.03 -0.04 0.00
H -0.0008 2.1927 6.8982 0.05 0.13 0.09
H -2.2655 5.7570 10.1381 0.07 0.07 0.08
H -2.4520 7.4752 9.7531 -0.16 -0.02 -0.10
H -1.0407 6.6434 9.1806 0.03 -0.19 -0.01
H -4.6630 5.7847 9.1453 -0.10 0.01 -0.04
H -4.8187 6.2261 7.4403 -0.01 -0.07 0.04
H -4.4325 7.4683 8.6185 0.18 0.02 0.03
H 0.2027 6.5117 7.1708 -0.08 -0.07 0.06
H 0.2225 6.8067 5.4369 -0.37 0.05 -0.07
H 0.5006 5.1943 6.0178 0.02 0.00 0.15
H -2.2645 7.7872 5.8194 0.00 0.00 -0.01
H -3.2685 6.4878 5.1585 -0.02 0.03 0.07
H -1.7907 6.9332 4.3305 0.03 -0.03 0.03
O -2.7127 -0.3075 -4.5565 -1.15 1.94 2.78
P -3.5613 0.7347 -5.2717 0.95 -2.56 -6.23
N -4.6169 -0.3670 -6.0787 -0.74 -0.06 -0.56
C -4.1342 -1.3307 -7.0530 0.44 0.00 -0.04
C -5.5407 -1.0107 -5.1478 0.01 0.29 0.33
N -2.2657 1.4042 -6.2249 0.93 0.94 0.44
C -1.9533 0.9840 -7.5733 -0.42 -0.04 -0.22
C -1.0195 1.6003 -5.4842 -0.04 -0.33 0.14
N -4.5863 2.0354 -5.7740 0.12 0.59 3.07
C -5.4789 2.0754 -6.9130 -0.65 -0.55 -0.04
C -4.2524 3.3504 -5.2416 0.13 0.04 -0.03
H -4.9686 -1.9241 -7.4320 -0.10 0.01 0.23
H -3.3815 -2.0156 -6.6425 0.00 -0.06 -0.04
H -3.7230 -0.8397 -7.9326 0.12 0.06 0.11
H -6.0761 -0.2543 -4.5650 0.07 -0.01 0.05
H -5.0194 -1.6751 -4.4482 -0.05 -0.04 0.01
H -6.2941 -1.5890 -5.6846 0.07 0.04 -0.15
H -1.5965 -0.0554 -7.6075 0.02 0.01 -0.12
H -1.1691 1.6194 -7.9920 0.05 0.06 0.18
H -2.8050 1.1000 -8.2449 -0.09 -0.16 0.07
H -0.4338 0.6745 -5.4081 0.05 0.03 0.08
H -1.2192 1.9544 -4.4722 0.01 -0.07 0.02
H -0.4073 2.3613 -5.9745 -0.10 -0.01 -0.13
H -4.9570 1.8960 -7.8572 0.05 -0.08 0.05
H -5.9548 3.0562 -6.9863 0.24 0.11 0.23
H -6.2929 1.3596 -6.8203 0.09 -0.09 -0.09
H -3.6283 3.9165 -5.9426 0.00 -0.01 0.00
H -3.7062 3.2595 -4.3007 0.06 0.00 -0.03
H -5.1530 3.9295 -5.0236 -0.01 -0.04 0.00
```
Forces are in eV/Å.

Its HOMO energy is -7.837 eV. Its net charge is 0. As for the energy above the lowest of the compared OMol25 structures with the same formula, charge and spin: 68.2 kcal/mol.

A cluster of 9 separate species, C38H101N7O11 in total in a non-equilibrium geometry. Source: the OMol25 dataset; level of theory: the ωB97M-V functional and the def2-TZVPD basis.

```
157
Properties=species:S:1:pos:R:3:forces:R:3
C -25.0923 -21.3709 -3.0781 -0.24 0.56 -0.16
C -24.2282 -22.4521 -3.6995 0.56 -0.23 1.74
C -22.9973 -22.8328 -2.7901 -0.44 0.09 -2.14
O -25.0712 -23.5789 -3.8277 0.34 -0.41 -0.68
H -26.0604 -21.3052 -3.5722 0.18 -0.15 -0.31
H -24.6784 -20.3623 -3.0680 0.25 -0.09 0.06
H -25.3595 -21.6647 -2.0609 0.31 0.00 0.17
H -23.8090 -22.2685 -4.6885 -0.36 0.50 -0.06
H -22.5306 -23.5970 -3.4149 0.01 -0.66 0.62
H -23.3028 -23.1866 -1.8071 0.19 0.05 0.04
H -22.1992 -22.0894 -2.7923 -0.38 0.46 0.54
H -25.1753 -24.0237 -2.9718 -0.36 -0.19 0.14
C -23.5190 -17.8315 -1.7237 -0.70 -0.29 -0.48
C -22.6495 -17.5082 -2.9141 -0.12 0.76 -1.71
C -22.9868 -18.3144 -4.1513 0.15 -1.36 0.73
O -22.8579 -16.1699 -3.3474 -0.17 0.89 0.63
H -23.2472 -17.2719 -0.8295 0.29 -0.45 0.16
H -23.6405 -18.9107 -1.6191 0.66 -0.04 0.67
H -24.5579 -17.5632 -1.9403 0.01 0.41 -0.29
H -21.5759 -17.6378 -2.7601 -0.06 -0.03 0.63
H -24.0523 -18.3117 -4.3843 -0.05 -0.02 0.13
H -22.6576 -19.3083 -3.8287 -0.34 -0.49 -0.68
H -22.4485 -18.0611 -5.0630 0.20 0.35 0.26
H -23.2568 -15.7033 -2.6070 0.15 0.34 -0.11
C -25.6773 -24.1996 2.5945 -0.18 -0.13 -1.69
O -24.9270 -24.6500 1.4440 0.15 -0.05 0.47
C -25.6274 -24.5256 0.2073 0.26 -0.06 0.88
C -25.2259 -25.6572 -0.7585 -0.78 1.94 0.33
N -26.0792 -25.4944 -1.9274 1.82 0.60 -0.62
C -25.8892 -26.5844 -2.8703 -0.76 0.07 0.10
C -26.7520 -26.3157 -4.1133 -0.66 0.09 0.14
O -28.0864 -26.0459 -3.7261 -0.04 1.29 -0.59
C -28.8600 -27.0980 -3.2372 0.33 0.61 -0.13
H -25.8379 -23.1198 2.5549 -0.13 0.09 -0.10
H -25.1739 -24.4034 3.5363 0.14 -0.48 -0.28
H -26.6179 -24.7323 2.4453 -0.35 0.22 1.00
H -25.3771 -23.5424 -0.2008 0.16 -0.04 -0.45
H -26.7131 -24.4673 0.3380 -0.18 -0.41 0.31
H -25.2433 -26.6675 -0.3436 -0.17 0.03 0.35
H -24.1931 -25.3793 -0.9828 0.17 -0.57 -0.47
H -27.0432 -25.2199 -1.8119 -0.03 -0.31 0.32
H -26.1731 -27.4475 -2.2576 -0.11 -0.83 -0.88
H -24.8361 -26.7106 -3.1256 0.05 0.23 -0.07
H -26.7882 -27.0711 -4.9031 0.46 -0.53 0.34
H -26.4836 -25.3892 -4.6205 0.57 -0.01 0.29
H -29.8795 -26.7154 -3.2824 -0.09 -0.32 0.28
H -28.5198 -27.2314 -2.2068 -0.50 -0.95 0.09
H -28.7637 -27.9519 -3.9121 -0.03 -0.42 0.44
C -14.0932 -28.8609 -6.0966 0.63 1.14 1.81
O -15.1449 -28.0081 -5.5725 0.61 -0.84 -0.91
C -16.3133 -28.7014 -5.1686 0.08 0.43 -0.29
C -17.4246 -27.7009 -5.0157 -1.66 0.88 -0.17
N -18.7282 -28.3285 -4.8845 0.47 -0.72 -0.07
C -19.5822 -28.2859 -6.0576 -0.56 0.18 1.67
C -20.3728 -27.0097 -6.2104 -1.07 0.71 -0.50
O -21.5884 -26.9376 -5.4297 0.95 -1.24 0.37
C -22.2525 -25.7426 -5.6477 -1.12 0.61 0.69
H -13.7680 -29.4973 -5.2705 -0.06 -0.45 -0.15
H -13.2501 -28.1857 -6.2449 -0.07 0.09 -0.18
H -14.1817 -29.4493 -7.0104 -1.06 0.15 -0.06
H -16.2701 -29.1356 -4.1655 0.68 -0.58 -0.14
H -16.5338 -29.4490 -5.9328 -0.37 -0.19 0.19
H -17.5251 -27.0041 -5.8533 0.75 0.11 -0.16
H -17.3122 -27.0922 -4.1163 0.62 0.06 -0.06
H -19.1967 -28.1170 -4.0085 0.01 -0.26 -0.32
H -20.3268 -29.0704 -5.9014 0.05 -0.27 -0.64
H -19.0010 -28.4164 -6.9693 0.00 -0.33 0.06
H -20.7174 -26.9684 -7.2482 0.24 0.39 -0.22
H -19.8149 -26.1119 -5.9320 0.43 -0.01 -0.35
H -21.6848 -24.8711 -5.3063 0.45 0.13 -0.60
H -23.1266 -25.6827 -4.9937 -0.11 -0.44 0.03
H -22.6463 -25.6665 -6.6640 0.39 0.29 -0.21
C -27.5809 -19.6667 -7.9711 0.14 1.28 1.21
C -27.1511 -19.2550 -6.5157 0.84 0.08 -1.19
C -27.8086 -17.9985 -5.9327 0.80 0.14 -1.59
O -27.1413 -16.8285 -6.4693 -0.76 -0.67 0.82
C -27.2407 -15.7346 -5.5798 0.59 0.55 -0.48
N -27.4098 -20.3533 -5.6207 -0.34 -0.64 -0.19
H -27.1605 -18.9585 -8.6868 -0.42 0.41 0.10
H -28.6672 -19.6123 -7.9015 -0.08 -0.44 -0.82
H -27.1682 -20.6078 -8.3337 -0.33 -0.38 0.61
H -26.0734 -19.0749 -6.5975 0.14 0.43 0.27
H -27.6979 -18.0576 -4.8487 -0.10 0.28 0.12
H -28.8587 -17.9806 -6.2313 -0.21 0.09 0.32
H -26.8180 -15.9939 -4.6070 -0.16 0.03 0.17
H -28.2325 -15.2861 -5.4817 -0.34 -0.51 0.10
H -26.6415 -14.9253 -5.9999 0.22 -0.15 -0.01
H -27.1999 -20.1122 -4.6622 0.18 -0.01 -0.01
H -26.7757 -21.0800 -5.9289 -0.17 -0.45 0.49
C -31.3973 -21.1130 0.5629 -1.04 0.26 -0.43
C -30.8915 -22.5474 0.4853 -0.31 1.89 1.33
C -30.0602 -22.7458 -0.7540 0.36 -0.32 -0.42
O -29.0951 -21.7084 -0.8906 -0.27 -0.22 0.66
C -28.3510 -21.8693 -2.0724 -0.24 0.25 -0.04
N -30.1228 -22.6864 1.7314 0.18 -1.05 -0.41
H -30.5915 -20.4461 0.8644 0.01 0.07 -0.37
H -32.1920 -20.9898 1.2996 0.15 -0.31 0.24
H -31.8693 -20.8124 -0.3756 0.36 0.28 -0.15
H -31.7368 -23.2206 0.6316 0.05 -0.23 -0.82
H -30.6327 -22.7462 -1.6854 -0.39 -0.24 0.09
H -29.5440 -23.7073 -0.6506 0.10 -0.22 -0.25
H -27.8102 -20.9389 -2.2381 0.07 -0.08 0.05
H -29.0347 -22.0297 -2.9100 0.13 -0.06 -0.22
H -27.6515 -22.7069 -2.0100 0.08 -0.08 -0.03
H -29.1970 -22.3223 1.5316 0.19 0.00 0.27
H -30.0436 -23.6931 1.8359 0.54 -0.01 0.52
C -18.4190 -17.7935 1.3241 0.89 -1.31 0.67
C -18.8164 -17.0116 0.0831 -0.50 0.08 0.82
C -18.9159 -17.8888 -1.1840 -0.68 1.81 -0.22
O -20.0014 -18.8043 -1.0895 0.97 -0.80 0.51
C -20.0161 -19.7477 -2.1615 -0.24 0.77 0.43
N -20.0993 -16.3169 0.3298 -0.22 -0.77 -0.52
H -18.8708 -18.7822 1.4375 -0.37 0.02 -0.52
H -18.6344 -17.3402 2.2932 -0.09 0.65 -0.28
H -17.3483 -18.0131 1.3576 0.13 0.13 -0.19
H -18.0684 -16.2274 -0.0448 0.12 -0.13 -0.48
H -17.9150 -18.2166 -1.4751 -0.11 -1.05 0.37
H -19.2036 -17.2352 -2.0150 0.14 0.40 -0.03
H -19.7561 -19.1889 -3.0631 0.00 -0.40 -0.36
H -21.0355 -20.1256 -2.2298 0.01 0.03 -0.07
H -19.3483 -20.5946 -1.9962 0.23 0.12 0.02
H -20.7473 -17.0974 0.3949 -0.50 0.17 -0.14
H -20.0990 -15.9438 1.2710 0.21 0.21 0.02
C -25.4208 -23.0812 -8.6134 -0.73 0.15 0.22
C -24.2727 -22.1265 -8.8669 -0.73 0.47 1.13
C -23.6744 -21.7127 -7.4842 -1.40 -0.09 -1.65
O -22.7158 -20.7306 -7.7132 1.21 0.97 0.70
C -21.4324 -21.0765 -7.2889 1.25 -1.65 -0.61
N -23.2967 -22.6823 -9.7714 0.98 -0.17 0.77
H -26.1164 -23.0286 -9.4522 0.06 -0.59 -0.11
H -26.0300 -22.8121 -7.7460 0.09 0.50 0.04
H -25.1164 -24.0943 -8.3488 0.28 -0.09 -0.61
H -24.6583 -21.1748 -9.2476 -0.32 0.04 -0.14
H -23.4165 -22.6388 -6.9652 0.73 0.26 0.30
H -24.4396 -21.1515 -6.9414 -0.46 -0.64 0.17
H -21.1113 -21.8685 -7.9764 0.48 -0.15 0.12
H -21.3359 -21.5301 -6.2979 -0.60 0.19 0.29
H -20.6479 -20.3218 -7.3351 -0.70 0.67 -0.24
H -23.6078 -22.8540 -10.7158 -0.28 0.19 0.07
H -22.5184 -22.0353 -9.7857 0.12 -0.07 -0.38
C -20.5191 -25.2616 -1.5218 0.82 0.08 0.22
C -19.5908 -26.4545 -1.9466 -0.81 1.17 1.06
C -18.8918 -27.0646 -0.6825 -0.13 0.52 0.19
O -18.2153 -26.0183 -0.0032 -0.29 1.34 -1.35
C -17.6915 -26.2930 1.2416 -0.68 -0.70 1.06
N -20.4210 -27.4379 -2.6117 0.93 -1.37 0.60
H -21.4281 -25.2494 -2.1209 0.06 -0.13 -0.04
H -20.0073 -24.3114 -1.6827 -0.06 0.09 0.18
H -20.7871 -25.3159 -0.4653 -0.08 -0.02 0.02
H -18.8062 -25.9795 -2.5361 -0.01 -0.64 -0.60
H -18.1590 -27.8577 -0.8488 -0.19 -0.21 -0.62
H -19.6642 -27.4632 -0.0159 -0.21 -0.17 0.03
H -16.8421 -26.9778 1.1816 0.04 -0.09 0.19
H -18.4942 -26.6946 1.8726 0.13 -0.64 0.10
H -17.4300 -25.4024 1.8140 0.35 0.35 -0.72
H -21.1096 -27.7631 -1.9479 -0.16 -0.12 -0.21
H -20.8417 -27.2763 -3.5161 -0.07 0.75 0.10
```
Forces are in eV/Å.

Its structure (SMILES) is COC[C@H](C)N.COC[C@H](C)N.COC[C@H](C)N.COC[C@H](C)N.COC[C@H](C)N.COCCNCCOC.COCCNCCOC.CC(C)O.CC(C)O. Its HOMO energy is -8.236 eV. Its net charge is 0. As for the energy above the lowest of the compared OMol25 structures with the same formula, charge and spin: 47.6 kcal/mol.

Q: Which formula does entry 2 have?
A: C38H101N7O11

Q: Number 1 is which compound?
A: C37H98BrN11O6P4S2Si2

Q: What is the HOMO energy in the second record?
A: -8.236 eV

Q: Among the records above, which one has the highest HOMO energy?
A: C37H98BrN11O6P4S2Si2